1.
{"formula": "C16H23Cl15F8O", "method": "the ωB97M-V functional and the def2-TZVPD basis", "homo_lumo_gap_ev": 10.936, "smiles": "FC(F)C(F)(F)COC(F)(F)C(F)F.ClC(Cl)Cl.ClC(Cl)Cl.ClC(Cl)Cl.ClC(Cl)Cl.ClC(Cl)Cl.CCCCCC", "energy_ev": -228587.069, "spin_multiplicity": 1, "homo_energy_ev": -10.92, "lumo_ev": 0.015, "elements": ["F", "C", "F", "C", "F", "F", "C", "O", "C", "F", "F", "C", "F", "F", "H", "H", "H", "H", "Cl", "C", "Cl", "Cl", "H", "Cl", "C", "Cl", "Cl", "H", "Cl", "C", "Cl", "Cl", "H", "Cl", "C", "Cl", "Cl", "H", "Cl", "C", "Cl", "Cl", "H", "C", "C", "C", "C", "C", "C", "H", "H", "H", "H", "H", "H", "H", "H", "H", "H", "H", "H", "H", "H"], "positions_angstrom": [[7.8300, 6.0698, -20.0794], [7.4760, 5.3992, -21.2329], [6.4109, 4.6069, -20.9157], [7.1831, 6.3000, -22.4188], [6.1660, 7.0566, -22.2280], [6.9875, 5.6090, -23.5110], [8.3806, 7.2564, -22.6113], [9.5570, 6.5525, -23.0554], [10.7576, 7.2506, -22.8021], [10.5877, 8.5539, -23.2566], [10.9939, 7.2582, -21.5248], [11.9398, 6.6120, -23.5941], [13.0215, 7.4400, -23.6765], [12.3741, 5.4732, -23.1105], [8.2691, 4.6887, -21.4656], [8.6072, 7.9730, -21.8218], [8.2010, 7.9556, -23.4280], [11.6654, 6.5313, -24.6459], [20.4182, 13.2836, -14.9590], [20.0762, 14.6871, -16.0182], [20.7489, 14.4812, -17.6328], [20.7092, 16.1949, -15.2533], [18.9921, 14.7398, -16.1183], [20.3934, 10.9614, -23.3929], [19.8416, 9.3972, -22.5382], [20.8671, 9.0735, -21.1212], [19.9020, 7.9795, -23.6281], [18.8130, 9.5105, -22.1959], [14.9046, 13.1641, -20.5513], [13.4314, 13.3768, -19.5692], [12.7949, 15.0269, -19.9466], [13.8186, 13.2353, -17.8499], [12.7030, 12.6193, -19.8585], [13.0347, 15.1439, -26.0146], [13.4510, 16.7891, -25.6727], [13.2082, 17.8874, -27.0581], [15.1194, 16.9332, -25.1493], [12.8408, 17.1212, -24.8328], [15.4891, 13.5772, -11.4652], [14.8612, 11.8708, -11.6162], [13.0702, 11.8334, -11.5130], [15.3911, 10.8211, -10.2611], [15.1843, 11.3436, -12.5139], [8.4261, 17.8851, -16.6077], [9.1007, 18.7895, -15.4947], [10.6081, 18.6342, -15.5070], [11.3439, 19.2883, -14.3363], [12.8437, 19.2178, -14.4595], [13.5265, 20.0314, -13.4000], [7.3619, 17.9132, -16.3740], [8.7123, 16.8339, -16.6413], [8.5785, 18.2399, -17.6271], [8.8326, 19.8214, -15.7214], [8.7801, 18.4799, -14.5000], [10.9560, 19.1478, -16.4032], [10.8504, 17.5808, -15.6477], [10.9902, 20.2841, -14.0691], [11.0618, 18.6923, -13.4683], [13.2898, 18.2247, -14.4054], [13.1205, 19.5397, -15.4634], [13.3298, 21.0926, -13.5524], [13.1168, 19.6995, -12.4460], [14.6127, 19.9417, -13.3881]], "forces_ev_per_a": [[-0.39, 0.07, -1.21], [0.11, -1.86, 1.24], [-0.22, 0.55, -0.20], [3.84, 1.01, 1.28], [-3.05, 1.84, 0.84], [-0.15, -1.52, -1.43], [0.92, 1.07, -1.45], [1.49, 0.04, 0.48], [-1.58, -0.44, -1.93], [0.51, -0.91, 0.55], [0.49, 0.53, 1.67], [-0.11, 1.40, -2.02], [-0.16, 0.51, 0.90], [-0.23, -1.07, 0.87], [0.33, 0.34, -0.18], [-0.26, -0.78, 0.79], [-0.92, -0.24, -0.25], [-0.62, -0.53, 0.06], [-0.04, 0.43, -0.41], [0.16, 0.10, 0.47], [0.00, -0.04, 0.20], [-0.43, -0.72, -0.40], [0.31, 0.23, 0.13], [-0.64, -1.61, 0.80], [0.70, 0.31, -0.41], [-0.31, 0.30, -0.39], [-0.06, 0.78, 0.23], [0.31, 0.23, -0.23], [-0.31, -0.24, 0.20], [0.47, 0.84, -0.34], [-0.04, -0.83, 0.30], [-0.23, -0.05, -0.30], [0.13, 0.29, 0.14], [-0.19, -0.50, -0.30], [0.05, 0.87, 0.28], [-0.24, -0.35, 0.24], [0.40, -0.09, 0.18], [-0.02, 0.06, -0.38], [-0.41, -1.55, -0.31], [-0.52, -0.04, 1.16], [0.52, 0.38, -0.53], [0.43, 0.50, -0.31], [-0.02, 0.71, -0.02], [-0.25, 0.69, 1.01], [0.21, -1.40, -1.14], [0.21, 1.23, -0.71], [-0.53, -1.75, 0.54], [0.74, 0.14, -0.78], [0.15, 0.55, 0.17], [-0.17, -0.11, -0.40], [0.30, 0.01, 0.51], [0.05, 0.38, 0.12], [-0.15, 0.04, 0.39], [-0.55, 0.17, -0.04], [0.20, -0.13, -0.38], [0.27, -0.06, 0.35], [0.05, 0.27, -0.54], [-0.03, -0.05, 0.45], [-0.65, -0.47, 0.05], [0.14, 0.35, -0.13], [-0.20, 0.10, 0.26], [0.22, 0.29, 0.27], [-0.01, -0.27, 0.00]], "lowdin_charge": [0.077, -0.262, 0.080, -0.569, 0.196, 0.184, -0.049, 0.013, -0.512, 0.106, 0.199, -0.308, 0.076, 0.143, 0.171, 0.145, 0.142, 0.170, 0.492, -1.510, 0.522, 0.484, 0.012, 0.437, -1.443, 0.499, 0.495, 0.012, 0.491, -1.497, 0.472, 0.514, 0.019, 0.551, -1.587, 0.503, 0.519, 0.014, 0.478, -1.450, 0.477, 0.478, 0.016, -0.105, -0.249, -0.253, -0.237, -0.301, -0.128, 0.057, 0.061, 0.063, 0.105, 0.102, 0.109, 0.114, 0.119, 0.111, 0.110, 0.105, 0.073, 0.075, 0.070]}

***

2.
{"formula": "C16H23F3IN6O6", "method": "the ωB97M-V functional and the def2-TZVPD basis", "homo_lumo_gap_ev": 7.326, "energy_ev": -54434.904, "charge": 1, "spin_multiplicity": 1, "e_above_lowest_kcal_mol": 0.00, "homo_energy_ev": -11.30, "lumo_ev": -3.976, "elements": ["C", "C", "C", "I", "N", "C", "N", "N", "C", "O", "N", "C", "F", "F", "F", "C", "N", "O", "C", "N", "C", "O", "C", "C", "C", "C", "O", "O", "H", "H", "H", "H", "H", "H", "H", "H", "H", "H", "H", "H", "H", "H", "H", "H", "H", "C", "C", "O", "C", "H", "H", "H", "H", "H", "H"], "positions_angstrom": [[1.3142, -1.6734, 3.4518], [1.1004, -0.8267, 2.2123], [1.8686, -1.2145, 0.9140], [2.9422, -3.0764, 1.0039], [0.9939, -1.0651, -0.2480], [1.2996, -0.3232, -1.3316], [1.7404, 0.9060, -1.2692], [1.9012, 1.5366, -0.0294], [1.6083, 2.7466, -0.0105], [1.4391, 3.8741, 0.0685], [1.0786, -1.0075, -2.5027], [0.6289, -0.3299, -3.6987], [1.3953, 0.7672, -3.8860], [-0.6391, 0.0807, -3.5974], [0.7551, -1.1294, -4.7357], [0.4689, -2.3190, -2.1190], [1.4668, -3.3061, -2.2617], [-0.6758, -2.6607, -2.9036], [-0.5357, -3.5751, -3.8213], [-0.3942, -4.3288, -4.6747], [-0.0642, -1.9773, -0.7146], [-1.1575, -1.0703, -0.8656], [-0.4807, -3.1223, 0.1968], [-1.9497, -3.5533, 0.0765], [-2.8600, -2.8161, 1.0584], [-2.3334, -2.8371, 2.4623], [-2.0912, -1.8388, 3.0774], [-2.1465, -4.0845, 3.0092], [0.7403, -1.2358, 4.2651], [0.9225, -2.6786, 3.3181], [2.3515, -1.7172, 3.7701], [0.0418, -0.8727, 1.9613], [1.3200, 0.2167, 2.4174], [2.6560, -0.4859, 0.7863], [2.0009, 1.3994, -2.1123], [2.3896, -2.9285, -2.0893], [1.3490, -4.0803, -1.6170], [-1.7016, -1.3221, -1.6248], [0.1344, -3.9899, -0.0419], [-0.2253, -2.8899, 1.2274], [-2.3182, -3.3984, -0.9328], [-1.9963, -4.6240, 0.2564], [-3.8373, -3.3020, 1.0609], [-3.0229, -1.7918, 0.7486], [-1.2121, -4.3215, 2.9433], [-1.3114, 8.5468, 0.0749], [-0.5376, 7.9367, 1.2185], [-0.3603, 8.5247, 2.2559], [0.0121, 6.5417, 1.0053], [-1.6479, 9.5413, 0.3552], [-0.6786, 8.6186, -0.8114], [-2.1786, 7.9288, -0.1642], [0.6996, 6.5339, 0.1585], [-0.8056, 5.8460, 0.8071], [0.5424, 6.2283, 1.9019]], "forces_ev_per_a": [[-0.13, 0.28, 0.17], [-0.26, -0.64, -0.33], [-0.47, 0.87, 0.83], [0.09, -0.02, -0.15], [0.63, -0.45, -0.57], [-0.03, -0.55, 0.58], [0.28, 0.25, -0.01], [-0.27, 0.16, -0.31], [0.32, -0.19, -0.13], [-0.12, 0.05, 0.20], [-0.60, 0.73, -0.28], [0.02, 0.09, -0.12], [-0.18, -0.31, -0.04], [0.36, -0.07, -0.09], [-0.05, 0.14, 0.22], [0.66, -0.87, 0.08], [0.08, 0.17, 0.45], [-0.32, 0.41, 0.14], [0.39, 0.15, -0.32], [-0.20, -0.19, 0.00], [-1.29, 0.67, 0.42], [0.16, 0.01, -0.24], [0.64, -0.71, -0.48], [0.11, 0.23, 0.24], [-0.56, -0.39, -0.25], [0.10, 0.59, 0.22], [0.16, -0.12, 0.03], [0.02, -0.13, -0.52], [-0.05, 0.05, 0.07], [0.13, -0.17, -0.03], [0.12, -0.10, -0.04], [-0.11, 0.15, 0.08], [0.12, 0.14, -0.02], [0.23, -0.11, -0.15], [0.14, -0.06, -0.02], [0.04, 0.01, -0.22], [-0.15, -0.13, -0.20], [-0.08, -0.10, 0.15], [0.12, -0.03, 0.07], [0.00, 0.19, 0.07], [-0.06, -0.05, -0.14], [-0.02, -0.08, 0.09], [-0.04, -0.11, 0.02], [0.14, 0.21, 0.14], [-0.05, -0.06, 0.36], [0.00, 0.12, 0.13], [0.00, 0.00, -0.02], [0.01, 0.00, 0.02], [0.02, 0.07, 0.18], [0.00, 0.00, 0.01], [-0.04, -0.08, -0.04], [0.04, -0.04, -0.08], [-0.08, -0.02, -0.07], [0.02, 0.00, -0.11], [0.00, 0.00, 0.00]], "lowdin_charge": [-0.147, -0.258, -0.635, 1.025, 0.037, -0.212, 0.157, 0.152, -0.192, 0.284, 0.201, -0.586, 0.165, 0.199, 0.233, -0.392, 0.181, 0.065, -0.315, 0.221, -0.354, 0.062, -0.099, -0.137, -0.089, -0.513, 0.143, 0.093, 0.090, 0.044, 0.066, 0.092, 0.109, 0.061, 0.172, 0.086, 0.085, 0.116, 0.090, 0.086, 0.115, 0.127, 0.140, 0.119, 0.115, -0.023, -0.504, 0.083, -0.045, 0.084, 0.084, 0.084, 0.073, 0.081, 0.080]}